No. 1
Density functional theory data (ωB97M-V with the def2-TZVPD basis set) for C29H19AgN4O5S2Se as an isolated structure.

```
! wB97M-V def2-TZVPD RIJCOSX def2/J DEFGRID3
* xyz -2 1
Ag 0.04 0.10 -0.57
S -3.10 -0.22 4.57
C -3.77 -0.19 6.14
C -2.81 -0.18 7.11
C -1.50 -0.21 6.56
C -1.49 -0.24 5.19
C -0.33 -0.28 4.29
C -0.52 -0.39 2.89
N 0.46 -0.45 2.04
C 1.72 -0.38 2.48
C 2.04 -0.22 3.84
C 3.41 -0.05 4.23
C 4.39 0.01 3.30
C 4.10 -0.14 1.90
C 5.06 0.01 0.88
C 4.68 -0.10 -0.44
C 3.33 -0.43 -0.72
N 2.43 -0.59 0.22
C 2.78 -0.39 1.49
C 5.60 0.13 -1.55
C 5.28 0.61 -2.79
C 6.44 0.74 -3.62
C 7.59 0.35 -3.01
S 7.30 -0.19 -1.41
C 0.97 -0.18 4.75
H -4.84 -0.18 6.28
H -3.02 -0.17 8.17
H -0.60 -0.23 7.16
H -1.51 -0.44 2.44
H 3.64 0.07 5.28
H 5.42 0.18 3.59
H 6.08 0.26 1.15
H 2.99 -0.55 -1.74
H 4.27 0.89 -3.11
H 6.39 1.10 -4.63
H 8.59 0.34 -3.42
H 1.18 -0.05 5.80
O -1.85 -1.35 0.16
C -3.09 -1.18 0.33
C -3.96 -2.30 0.54
C -5.31 -2.18 0.78
C -5.93 -0.92 0.81
C -5.13 0.19 0.58
C -3.76 0.10 0.34
C -3.01 1.33 0.05
N -1.77 1.64 0.37
C -1.54 2.90 -0.14
C -2.65 3.37 -0.76
N -3.59 2.37 -0.63
H -3.50 -3.28 0.52
H -5.91 -3.07 0.95
H -6.98 -0.81 1.02
H -5.58 1.18 0.63
H -0.56 3.34 -0.09
H -2.84 4.26 -1.33
H -4.46 2.30 -1.12
O 1.59 1.81 -1.45
Se 1.27 1.42 -3.03
O 2.69 1.47 -3.87
O 0.73 -0.13 -2.98
O 0.17 2.44 -3.66
*
```

- Gap between HOMO and LUMO: 5.641 eV
- HOMO: -1.78 eV
- LUMO level: 3.864 eV

***

No. 2
Density functional theory data (ωB97M-V with the def2-TZVPD basis set) for C29H19N7O3PtS5 as an isolated structure.

```
! wB97M-V def2-TZVPD RIJCOSX def2/J DEFGRID3
* xyz 0 1
Pt 0.50 0.57 0.06
N 2.76 4.83 9.06
C 2.48 4.30 8.08
C 2.12 3.64 6.85
C 1.88 2.26 6.85
C 1.56 1.63 5.67
C 1.46 2.35 4.48
C 1.68 3.73 4.50
C 2.02 4.37 5.67
C 1.10 1.67 3.21
C 1.94 0.70 2.72
C 3.13 0.18 3.31
C 3.53 -0.89 2.56
C 2.60 -0.99 1.49
N 1.68 -0.05 1.57
C -0.15 2.00 2.65
C -1.20 2.73 3.25
C -2.30 2.61 2.42
C -1.89 1.82 1.34
N -0.61 1.46 1.46
H 1.95 1.71 7.78
H 1.36 0.56 5.66
H 1.60 4.29 3.57
H 2.21 5.43 5.68
H 3.60 0.56 4.20
H 4.38 -1.53 2.71
H 2.60 -1.70 0.68
H -1.14 3.24 4.19
H -3.29 3.01 2.58
H -2.47 1.48 0.49
N 2.21 -5.16 -5.30
C 2.42 -4.01 -4.59
C 2.50 -2.78 -5.23
C 2.73 -1.62 -4.51
C 2.88 -1.68 -3.14
C 2.80 -2.90 -2.48
C 2.57 -4.06 -3.19
S 3.12 -0.21 -2.21
O 3.60 0.81 -3.09
O 3.86 -0.54 -1.03
N 1.61 0.16 -1.69
C 0.71 0.77 -2.50
N 0.73 0.86 -3.83
C -0.28 1.52 -4.37
C -1.32 2.08 -3.65
C -1.30 1.89 -2.28
N -0.30 1.24 -1.72
H 2.00 -5.12 -6.28
H 2.03 -6.03 -4.83
H 2.39 -2.73 -6.31
H 2.79 -0.66 -5.01
H 2.94 -2.95 -1.41
H 2.51 -5.01 -2.68
H -0.26 1.60 -5.46
H -2.12 2.62 -4.13
H -2.09 2.26 -1.63
O -3.13 -6.76 -0.46
C -2.65 -5.67 -0.31
S -2.00 -4.71 -1.66
C -1.49 -3.31 -0.75
C -1.76 -3.38 0.74
S -1.39 -2.21 1.78
S -2.53 -4.86 1.27
S -0.76 -2.07 -1.47
*
```

- Gap between HOMO and LUMO: 5.564 eV
- HOMO: -7.90 eV
- Relative energy (zero: lowest compared OMol25 entry of this formula, charge and spin): 0.0000 eV
- LUMO level: -2.341 eV

***

No. 3
Density functional theory data (ωB97M-V with the def2-TZVPD basis set) for C29H20N3OP2PdS4Se2 as an isolated structure.

```
! wB97M-V def2-TZVPD RIJCOSX def2/J DEFGRID3
* xyz -1 1
Pd 2.59 -0.31 2.89
Se -1.74 -3.54 -1.26
P -0.60 -1.84 -1.92
C -1.95 -0.64 -2.14
C -2.68 -0.75 -3.33
C -3.76 0.07 -3.57
C -4.13 1.03 -2.64
C -3.40 1.16 -1.46
C -2.32 0.33 -1.22
C 0.58 -1.20 -3.15
C 0.97 0.13 -3.01
C 1.85 0.68 -3.93
C 2.35 -0.10 -4.98
C 1.96 -1.42 -5.10
C 1.08 -1.98 -4.18
C 0.42 -1.55 -0.44
C 0.50 -1.02 0.84
N 1.74 -1.37 1.31
N 2.36 -2.07 0.39
N 1.59 -2.20 -0.66
P -0.42 0.03 1.95
Se 0.39 -0.09 3.95
C -0.20 1.69 1.23
C -1.23 2.59 0.94
C -0.96 3.77 0.26
C 0.33 4.07 -0.14
C 1.37 3.21 0.19
C 1.11 2.03 0.87
C -2.11 -0.63 2.04
C -2.12 -2.01 2.29
C -3.32 -2.68 2.44
C -4.52 -2.00 2.33
C -4.52 -0.63 2.10
C -3.32 0.05 1.97
H -2.40 -1.51 -4.05
H -4.31 -0.03 -4.50
H -4.97 1.68 -2.83
H -3.69 1.91 -0.73
H -1.76 0.42 -0.30
H 0.59 0.74 -2.20
H 2.16 1.71 -3.82
H 3.03 0.34 -5.69
H 2.36 -2.03 -5.91
H 0.78 -3.01 -4.27
H -2.24 2.38 1.24
H -1.78 4.45 0.04
H 0.53 4.98 -0.68
H 2.38 3.45 -0.09
H 1.93 1.38 1.13
H -1.18 -2.55 2.35
H -3.31 -3.75 2.62
H -5.46 -2.53 2.41
H -5.45 -0.09 2.01
H -3.35 1.12 1.80
O 8.51 -0.63 6.11
C 7.50 -0.45 5.47
S 6.08 0.40 6.10
C 5.07 0.19 4.68
C 5.60 -0.46 3.64
S 4.74 -0.78 2.15
S 7.26 -1.01 3.81
S 3.46 0.88 4.64
*
```

- Gap between HOMO and LUMO: 6.039 eV
- HOMO: -4.01 eV
- Relative energy (zero: lowest compared OMol25 entry of this formula, charge and spin): 1.3804 eV
- LUMO level: 2.034 eV

***

No. 4
Density functional theory data (ωB97M-V with the def2-TZVPD basis set) for C29H21Cl2FeN9O2 as an isolated structure.

```
! wB97M-V def2-TZVPD RIJCOSX def2/J DEFGRID3
* xyz 0 5
Fe 0.02 0.55 -0.04
Cl -1.04 -2.20 -6.25
C -1.17 -1.86 -4.56
C -0.17 -1.13 -3.94
C -0.24 -0.83 -2.59
N 0.70 -0.10 -1.85
C 1.90 0.26 -2.29
O 2.43 0.13 -3.40
C 2.72 0.90 -1.18
C 4.04 1.27 -1.43
C 4.80 1.80 -0.40
C 4.22 1.94 0.86
C 2.90 1.56 1.02
N 2.16 1.06 0.02
C -1.36 -1.28 -1.84
C -2.35 -2.01 -2.47
C -2.26 -2.30 -3.82
Cl -3.53 -3.22 -4.57
N -1.35 -0.90 -0.49
C -2.22 -1.31 0.43
O -3.20 -2.05 0.32
C -1.92 -0.73 1.80
C -2.72 -1.07 2.88
C -2.45 -0.53 4.12
C -1.39 0.35 4.25
C -0.64 0.65 3.13
N -0.90 0.12 1.93
H 0.68 -0.79 -4.51
H 4.43 1.11 -2.43
H 5.83 2.08 -0.56
H 4.78 2.34 1.69
H 2.41 1.66 1.98
H -3.20 -2.37 -1.90
H -3.53 -1.76 2.70
H -3.05 -0.79 4.98
H -1.14 0.81 5.20
H 0.19 1.34 3.18
C 0.48 4.26 0.39
C -0.78 3.67 -0.15
N -1.02 2.39 -0.34
C -2.30 2.28 -0.84
C -2.85 3.52 -0.92
N -1.87 4.40 -0.48
C -2.06 5.81 -0.23
N -1.80 6.11 1.16
N -0.92 7.09 1.47
N -0.75 7.11 2.74
C -1.52 6.11 3.30
C -1.65 5.72 4.63
C -2.47 4.64 4.89
C -3.15 3.97 3.85
C -3.03 4.35 2.53
C -2.20 5.45 2.28
H 1.31 3.61 0.15
H 0.42 4.36 1.48
H 0.67 5.25 -0.02
H -2.72 1.33 -1.10
H -3.81 3.86 -1.26
H -3.09 6.05 -0.50
H -1.38 6.43 -0.81
H -1.13 6.24 5.42
H -2.61 4.30 5.91
H -3.77 3.12 4.09
H -3.54 3.82 1.74
*
```

- Gap between HOMO and LUMO (spin up / spin down): 6.747 / 6.824 eV
- HOMO (spin up / spin down): -6.98 / -7.06 eV
- Relative energy (zero: lowest compared OMol25 entry of this formula, charge and spin): 0.2026 eV
- LUMO level (spin up / spin down): -0.236 / -0.239 eV

***

No. 5
Density functional theory data (ωB97M-V with the def2-TZVPD basis set) for C29H21F2IPPd as an isolated structure.

```
! wB97M-V def2-TZVPD RIJCOSX def2/J DEFGRID3
* xyz -1 1
Pd -0.72 -1.76 -0.83
I -1.12 -4.76 -0.68
C -0.21 -4.39 1.17
C 0.56 -5.40 1.69
C 1.06 -5.28 3.00
C 0.70 -4.22 3.77
C -0.12 -3.18 3.25
C -0.56 -2.14 4.09
C -1.38 -1.17 3.58
C -1.67 -1.14 2.20
C -1.24 -2.08 1.30
C -0.53 -3.19 1.89
H 0.76 -6.28 1.10
H 1.69 -6.07 3.40
H 1.03 -4.15 4.80
H -0.26 -2.13 5.13
H -1.76 -0.38 4.23
H -2.23 -0.28 1.83
C 4.12 0.85 -0.38
C 3.42 0.60 0.80
C 2.04 0.66 0.81
C 1.33 0.99 -0.34
C 2.03 1.24 -1.52
C 3.41 1.17 -1.54
P -0.50 1.04 -0.18
C -0.71 2.88 0.09
C 0.31 3.83 0.12
C 0.03 5.16 0.41
C -1.26 5.57 0.66
C -2.29 4.63 0.64
C -2.01 3.31 0.36
C -1.14 0.87 -1.87
C -1.41 1.89 -2.78
C -1.93 1.57 -4.03
C -2.16 0.24 -4.36
C -1.86 -0.78 -3.46
C -1.36 -0.48 -2.20
H 5.20 0.79 -0.40
H 3.96 0.34 1.70
H 1.49 0.43 1.72
H 1.48 1.48 -2.42
H 3.95 1.36 -2.46
H 1.33 3.53 -0.09
H 0.84 5.88 0.42
H -1.48 6.61 0.89
H -3.31 4.94 0.84
H -2.81 2.58 0.36
H -1.23 2.92 -2.51
H -2.16 2.36 -4.74
H -2.56 -0.01 -5.34
H -2.01 -1.81 -3.76
F 0.14 -2.97 -3.27
C 0.57 -2.07 -2.30
F 1.14 -1.05 -3.03
H 1.40 -2.56 -1.77
*
```

- Gap between HOMO and LUMO: 6.702 eV
- HOMO: -4.08 eV
- Relative energy (zero: lowest compared OMol25 entry of this formula, charge and spin): 0.9338 eV
- LUMO level: 2.619 eV

***

No. 6
Density functional theory data (ωB97M-V with the def2-TZVPD basis set) for C29H22AgN6PSe as an isolated structure.

```
! wB97M-V def2-TZVPD RIJCOSX def2/J DEFGRID3
* xyz 0 1
Ag 0.74 -0.55 -0.56
Se 6.09 -0.55 4.79
N 6.06 -0.55 3.00
C 4.80 -0.55 2.53
C 4.46 -0.55 1.16
C 5.44 -0.55 0.16
C 5.06 -0.55 -1.18
C 3.71 -0.55 -1.51
N 2.77 -0.55 -0.54
C 3.09 -0.55 0.79
C 2.09 -0.55 1.80
N 0.76 -0.55 1.47
C -0.22 -0.55 2.41
C 0.11 -0.55 3.77
C 1.46 -0.55 4.15
C 2.46 -0.55 3.17
C 3.82 -0.55 3.50
N 4.30 -0.55 4.76
H 6.50 -0.55 0.41
H 5.81 -0.55 -1.96
H 3.40 -0.55 -2.55
H -1.26 -0.55 2.11
H -0.67 -0.55 4.52
H 1.70 -0.55 5.20
N -1.61 1.04 -0.15
P -1.64 -0.57 -0.56
C -1.88 -0.33 -2.37
C -0.84 -0.68 -3.23
C -0.96 -0.50 -4.61
C -2.13 0.03 -5.15
C -3.18 0.40 -4.30
C -3.05 0.22 -2.92
C -3.32 -1.03 0.00
C -3.97 -2.12 -0.61
C -5.25 -2.51 -0.20
C -5.89 -1.84 0.84
C -5.24 -0.78 1.48
C -3.96 -0.39 1.07
C -0.46 1.89 -0.20
C -0.63 3.22 0.20
C 0.46 4.09 0.19
C 1.70 3.61 -0.21
C 1.80 2.28 -0.56
N 0.76 1.42 -0.56
H -2.39 1.58 -0.51
H 0.09 -1.09 -2.83
H -0.14 -0.78 -5.27
H -2.23 0.17 -6.22
H -4.09 0.82 -4.71
H -3.88 0.52 -2.29
H -3.50 -2.67 -1.41
H -5.74 -3.35 -0.68
H -6.88 -2.15 1.17
H -5.73 -0.27 2.30
H -3.47 0.43 1.60
H -1.60 3.58 0.52
H 0.33 5.12 0.49
H 2.57 4.26 -0.23
H 2.75 1.85 -0.87
H 0.74 -2.29 -0.56
*
```

- Gap between HOMO and LUMO (spin up / spin down): 3.638 / 3.641 eV
- HOMO (spin up / spin down): -4.61 / -4.61 eV
- LUMO level (spin up / spin down): -0.971 / -0.970 eV

***

Question: Which formula does entry 4 have?
Answer: C29H21Cl2FeN9O2

***

Please write out number 2 again, unchanged.
Density functional theory data (ωB97M-V with the def2-TZVPD basis set) for C29H19N7O3PtS5 as an isolated structure.

```
! wB97M-V def2-TZVPD RIJCOSX def2/J DEFGRID3
* xyz 0 1
Pt 0.50 0.57 0.06
N 2.76 4.83 9.06
C 2.48 4.30 8.08
C 2.12 3.64 6.85
C 1.88 2.26 6.85
C 1.56 1.63 5.67
C 1.46 2.35 4.48
C 1.68 3.73 4.50
C 2.02 4.37 5.67
C 1.10 1.67 3.21
C 1.94 0.70 2.72
C 3.13 0.18 3.31
C 3.53 -0.89 2.56
C 2.60 -0.99 1.49
N 1.68 -0.05 1.57
C -0.15 2.00 2.65
C -1.20 2.73 3.25
C -2.30 2.61 2.42
C -1.89 1.82 1.34
N -0.61 1.46 1.46
H 1.95 1.71 7.78
H 1.36 0.56 5.66
H 1.60 4.29 3.57
H 2.21 5.43 5.68
H 3.60 0.56 4.20
H 4.38 -1.53 2.71
H 2.60 -1.70 0.68
H -1.14 3.24 4.19
H -3.29 3.01 2.58
H -2.47 1.48 0.49
N 2.21 -5.16 -5.30
C 2.42 -4.01 -4.59
C 2.50 -2.78 -5.23
C 2.73 -1.62 -4.51
C 2.88 -1.68 -3.14
C 2.80 -2.90 -2.48
C 2.57 -4.06 -3.19
S 3.12 -0.21 -2.21
O 3.60 0.81 -3.09
O 3.86 -0.54 -1.03
N 1.61 0.16 -1.69
C 0.71 0.77 -2.50
N 0.73 0.86 -3.83
C -0.28 1.52 -4.37
C -1.32 2.08 -3.65
C -1.30 1.89 -2.28
N -0.30 1.24 -1.72
H 2.00 -5.12 -6.28
H 2.03 -6.03 -4.83
H 2.39 -2.73 -6.31
H 2.79 -0.66 -5.01
H 2.94 -2.95 -1.41
H 2.51 -5.01 -2.68
H -0.26 1.60 -5.46
H -2.12 2.62 -4.13
H -2.09 2.26 -1.63
O -3.13 -6.76 -0.46
C -2.65 -5.67 -0.31
S -2.00 -4.71 -1.66
C -1.49 -3.31 -0.75
C -1.76 -3.38 0.74
S -1.39 -2.21 1.78
S -2.53 -4.86 1.27
S -0.76 -2.07 -1.47
*
```

- Gap between HOMO and LUMO: 5.564 eV
- HOMO: -7.90 eV
- Relative energy (zero: lowest compared OMol25 entry of this formula, charge and spin): 0.0000 eV
- LUMO level: -2.341 eV